[1]
Computed, not measured: an isolated molecule of C7H14O5Se, with wB97M-V/def2-TZVPD.

Its calculated total energy is -83067.4476 eV. The HOMO-LUMO gap is 9.5165 eV. For the energy relative to the best compared isomer or geometry (same formula, charge and spin), the calculation gives 0.0 kJ/mol. For the HOMO energy, the calculation gives -9.1 eV. As for the LUMO energy: 0.0143 hartree.

Structure (XYZ):
```
27
Properties=species:S:1:pos:R:3:forces:R:3:lowdin_charge:R:1
Se 3.224 0.593 0.501 0.193 -0.218 0.297 0.9798
O 1.856 -2.395 0.143 0.231 -0.261 -0.203 0.0003
C -1.732 2.124 0.872 0.050 -0.765 -0.048 -0.2093
C -0.895 0.989 0.242 -1.200 -0.114 0.179 -0.3808
H -1.185 0.918 -0.822 -0.128 -0.054 0.039 0.1601
C 1.101 -1.258 0.482 -0.288 -0.013 0.282 -0.3958
H -2.785 1.840 0.832 0.072 0.078 0.057 0.1258
C 1.626 -0.052 -0.265 -1.902 2.630 1.170 -0.5907
H -0.656 -1.539 -0.777 0.017 0.071 0.043 0.1613
H 1.288 -1.099 1.554 -0.071 0.010 -0.159 0.1506
H -1.422 2.240 1.921 -0.048 -0.094 -0.039 0.1322
H -0.645 3.526 0.157 0.015 0.021 -0.043 0.0841
H 3.519 1.521 -0.574 0.040 0.193 -0.253 -0.1293
H -0.424 -2.840 1.690 0.018 -0.040 0.015 0.1146
H 2.357 -0.545 -2.193 -0.065 -0.010 0.006 0.0957
C -1.222 -0.346 0.927 0.584 0.036 -0.227 -0.2980
C -0.404 -1.482 0.289 0.097 0.630 0.097 -0.2857
C 1.524 0.010 -1.753 -0.046 0.001 -0.056 -0.0891
O -0.803 -2.729 0.810 -0.116 -0.291 0.147 0.0060
O -1.587 3.324 0.169 0.138 0.448 -0.227 -0.0449
O 0.423 1.329 0.387 2.838 -2.138 -0.918 -0.1443
H 1.548 -2.747 -0.701 -0.042 -0.035 0.051 0.1115
H 1.589 1.045 -2.084 0.014 -0.015 0.014 0.0928
H -0.940 -0.273 1.993 0.050 0.016 -0.101 0.1682
H -2.703 -1.575 0.903 -0.004 0.174 0.029 0.0979
H 0.589 -0.411 -2.117 -0.056 0.014 -0.021 0.0836
O -2.590 -0.617 0.804 -0.391 -0.275 -0.130 0.0029
```
Positions in Å, forces in eV/Å.

[2]
Computed, not measured: the ion C5H10N3 with charge +1, with wB97M-V/def2-TZVPD.

Its calculated total energy is -9811.2597 eV. The HOMO-LUMO gap is 9.6220 eV. For the energy relative to the best compared isomer or geometry (same formula, charge and spin), the calculation gives 47.1 kJ/mol. For the HOMO energy, the calculation gives -12.7 eV. As for the LUMO energy: -0.1116 hartree. The total charge is +1. The SMILES is NCCc1c[nH]c[nH+]1.

Structure (XYZ):
```
18
Properties=species:S:1:pos:R:3:forces:R:3:lowdin_charge:R:1
H -1.825 -1.317 2.561 0.436 -0.107 0.246 0.1840
C 0.079 0.404 0.656 0.008 0.250 0.233 -0.2134
N -1.192 0.953 0.563 0.216 -0.071 -0.593 0.1725
H -3.060 0.552 1.517 -0.117 -0.162 -0.149 0.1652
H 0.043 -1.440 -2.419 0.146 -0.017 -0.276 0.0752
C -2.029 0.296 1.350 -0.196 0.128 0.066 -0.0511
H 1.751 0.717 -2.279 0.281 -0.409 0.029 0.1161
C 0.992 0.248 -1.644 -0.732 0.610 -0.176 -0.2710
C -0.031 -0.605 1.548 -0.106 -0.041 1.180 0.0194
H 0.724 -1.085 2.147 0.120 -0.464 -0.535 0.1483
H 1.657 1.692 -0.265 -0.120 1.085 0.617 0.1132
H -1.491 1.633 -0.120 0.089 0.185 0.128 0.1866
C 1.263 0.710 -0.171 -0.316 -1.471 -1.432 -0.0964
H 1.594 -1.724 -1.834 0.252 -0.299 -0.260 0.0762
H 2.036 0.057 0.204 0.489 -0.011 0.209 0.1201
H 0.069 0.726 -1.987 -0.012 0.161 0.092 0.1077
N 0.770 -1.162 -1.789 -0.004 0.205 0.827 0.0205
N -1.350 -0.656 1.964 -0.433 0.427 -0.206 0.1270
```
Positions in Å, forces in eV/Å.

[3]
Computed, not measured: a structure of composition C6H7N3, with wB97M-V/def2-TZVPD.

Its calculated total energy is -10803.2792 eV. The HOMO-LUMO gap is 9.9119 eV. For the energy relative to the best compared isomer or geometry (same formula, charge and spin), the calculation gives 207.6 kJ/mol. For the HOMO energy, the calculation gives -9.2 eV. As for the LUMO energy: 0.0274 hartree.

Structure (XYZ):
```
16
Properties=species:S:1:pos:R:3:forces:R:3:lowdin_charge:R:1
C -2.836 -0.222 -0.034 -0.063 0.746 -0.642 -0.0438
C 1.122 0.921 -0.081 -0.413 -1.395 1.093 -0.2018
C 2.624 0.590 -0.015 0.713 0.801 -0.444 -0.0798
N 2.252 -0.878 -0.131 -0.368 1.056 0.121 0.0565
H -3.182 -0.744 0.847 0.181 -0.203 0.357 0.0707
H -0.833 -1.889 -0.023 0.453 -0.306 0.049 0.1126
C -0.415 -0.892 -0.032 0.571 -1.444 0.111 0.0281
H 2.666 -1.510 0.535 -0.136 -0.144 0.098 0.1150
C -1.365 0.131 -0.023 -0.315 -0.130 0.084 -0.3714
H 3.203 0.873 0.888 -0.651 -0.234 -0.296 0.1205
H -3.091 -0.844 -0.909 0.105 0.301 0.272 0.0845
N -1.091 1.402 -0.009 0.973 1.659 -0.005 0.0464
H 3.194 0.953 -0.882 -0.096 -0.261 0.142 0.1087
C 0.894 -0.505 -0.033 -0.996 1.465 -0.549 -0.2090
N 0.220 1.871 -0.017 0.106 -1.450 -0.283 0.0849
H -3.362 0.743 -0.083 -0.064 -0.461 -0.111 0.0779
```
Positions in Å, forces in eV/Å.

[4]
Computed, not measured: a structure of composition C16H29Cl2N5O4SV, with wB97M-V/def2-TZVPD.

Its calculated total energy is -94241.5816 eV. Its expectation value of S² is 0.757. As for the spin multiplicity: 2. The HOMO-LUMO gap (alpha / beta) is 6.1304 / 6.1278 eV. For the energy relative to the best compared isomer or geometry (same formula, charge and spin), the calculation gives 3007.5 kJ/mol. For the HOMO energy (alpha / beta), the calculation gives -6.4 / -6.4 eV. As for the LUMO energy (alpha / beta): -0.0086 / -0.0099 hartree.

Structure (XYZ):
```
58
Properties=species:S:1:pos:R:3:forces:R:3:lowdin_charge:R:1
H 0.915 1.206 -2.284 2.180 -2.558 -0.953 -0.1468
C 0.616 3.944 0.838 -0.072 -0.691 -0.128 -0.1438
H -2.381 -3.345 4.872 0.000 -0.002 0.004 0.0735
H 2.353 2.442 -3.887 -0.177 -0.019 -0.094 -0.0294
H 3.969 1.733 0.189 -0.022 -0.088 -0.084 0.1382
C -1.446 -1.921 -2.191 0.609 0.653 1.320 -0.0711
O 0.898 -3.937 -1.594 -0.032 -0.072 0.085 -0.2930
H -1.433 3.340 0.500 -0.125 0.128 0.056 0.0920
H 3.784 1.319 -4.448 -0.033 -0.065 -0.010 -0.0036
H 3.620 0.525 1.453 -0.008 -0.086 -0.118 0.1379
S 0.800 -2.728 -0.824 -0.313 -0.055 -0.550 0.5857
H -2.763 1.318 -3.516 0.106 -0.168 0.117 0.0685
H -3.497 -4.201 3.804 -0.014 0.006 0.043 0.0859
H -0.810 2.284 -0.845 -3.486 -0.021 3.141 -0.0119
H -1.774 -5.716 2.023 -0.016 0.004 0.003 0.1167
H -2.147 -5.066 4.531 -0.008 0.004 0.020 0.0805
H -0.442 -5.127 0.010 -0.036 -0.009 0.001 0.1114
C -0.637 -4.396 0.783 0.008 0.009 0.006 -0.0456
C 1.115 1.900 -0.422 3.494 -2.010 5.807 -0.4046
N 2.168 0.702 -0.072 -0.917 0.809 -1.251 0.0921
H 1.908 1.939 2.418 0.066 0.006 0.040 0.1152
O 2.029 -2.077 -0.412 -0.107 0.226 0.114 -0.3303
C -1.058 -2.496 2.753 0.080 0.052 0.049 -0.0280
N 1.543 2.842 0.542 -1.339 0.740 -0.983 -0.1130
Cl 0.094 1.861 -1.621 0.986 5.831 -2.879 0.2634
O -3.370 -0.321 -2.081 -0.422 -0.729 -0.025 0.0602
C 3.191 1.281 0.799 0.638 0.132 0.287 -0.1054
H -0.014 3.322 -1.517 0.378 0.724 0.328 0.0535
C 2.438 2.355 1.552 -0.271 -0.138 -0.123 -0.1556
H -1.495 1.403 -4.620 -0.031 -0.092 0.028 0.0812
C -0.314 -2.167 1.635 0.039 -0.140 -0.016 -0.0660
V -0.588 0.062 -1.142 -0.072 4.199 -1.604 0.6638
H -1.470 -1.850 -3.273 0.054 0.084 0.009 0.1179
H 0.103 -1.173 1.534 -0.064 0.035 0.015 0.0925
H 1.639 -0.035 0.388 0.101 -0.075 0.012 0.0961
C -2.434 -0.839 -1.524 0.199 -0.200 1.259 -0.5871
Cl 1.913 0.106 -3.577 0.840 -0.377 -0.933 0.6595
H -1.191 4.276 1.986 -0.060 0.081 -0.141 0.1080
N -0.691 2.192 2.053 0.032 0.228 0.124 0.0116
H 2.522 0.259 -0.924 0.052 -0.013 -0.014 0.1146
H -1.618 1.797 2.149 0.050 -0.084 -0.005 0.0778
C -1.374 -4.715 1.913 0.013 0.044 -0.044 -0.0314
N -0.056 -1.617 -1.614 0.664 -2.346 -1.065 -0.3418
C -0.961 1.676 -2.696 -2.771 -5.410 -0.253 -0.4597
C -1.605 -3.767 2.904 -0.026 -0.023 0.029 -0.2654
C -0.775 3.483 1.355 0.420 -0.280 0.210 -0.2374
H 3.108 3.155 1.867 -0.028 -0.024 0.131 0.1318
O -2.012 -0.570 -0.208 -2.275 -0.480 -0.895 -0.1926
H -0.318 2.326 2.986 -0.143 -0.031 0.059 0.0662
N -1.863 1.728 -3.737 0.162 1.322 -0.110 0.0386
H 1.014 2.680 -2.494 1.227 0.618 -0.994 0.0185
H -1.213 -1.752 3.525 -0.034 -0.002 -0.005 0.1130
C -2.450 -4.111 4.101 0.024 -0.014 -0.070 -0.0484
H 1.093 4.617 1.549 0.122 0.012 -0.103 0.1179
H 0.457 4.414 -0.131 0.037 0.593 0.268 0.0961
C -0.115 -3.118 0.645 0.089 -0.116 -0.061 -0.2764
C 2.763 1.480 -4.138 0.420 -0.200 -0.091 -0.4162
H -1.738 -2.920 -1.864 -0.188 0.076 0.040 0.1246
```
Positions in Å, forces in eV/Å.

[5]
Computed, not measured: a cluster of 2 separate species, C6H9FIN2 in total, with wB97M-V/def2-TZVPD.

Its calculated total energy is -20155.0262 eV. The HOMO-LUMO gap (alpha / beta) is 5.8728 / 5.8842 eV. For the energy relative to the best compared isomer or geometry (same formula, charge and spin), the calculation gives 139.1 kJ/mol. For the HOMO energy (alpha / beta), the calculation gives -12.3 / -12.3 eV. As for the LUMO energy (alpha / beta): -0.2372 / -0.2372 hartree. The total charge is +1.

Structure (XYZ):
```
19
Properties=species:S:1:pos:R:3:forces:R:3:lowdin_charge:R:1
C 3.369 0.295 0.322 1.279 1.406 -1.766 -0.5277
H -4.099 0.866 -0.470 -0.753 0.384 0.546 0.0172
C 1.572 1.655 -0.717 -0.739 -3.407 3.065 0.1385
C 0.377 1.052 -0.085 2.333 0.281 0.131 -0.0468
H -3.701 0.442 -1.987 -0.500 -0.050 -1.077 0.0130
N -1.835 -1.382 0.589 -0.087 -2.023 2.467 0.0950
H -2.691 1.408 -1.137 -0.213 0.178 -0.052 0.0159
H -2.454 -1.992 1.166 1.145 0.729 -0.902 0.1376
H 2.598 -0.232 0.787 -0.829 -0.885 1.150 0.0207
H -0.271 -1.579 2.084 -0.820 1.477 -2.224 0.1893
H -2.183 -1.157 -0.308 -0.270 0.908 -0.905 0.0536
F 3.710 2.089 -1.308 0.011 -1.227 1.394 0.0272
C 0.158 -0.143 0.502 1.082 0.320 -1.441 0.0210
C -0.617 -1.036 1.080 -0.531 -1.155 2.000 -0.1648
H 1.592 2.590 -1.146 -0.994 2.036 -1.246 0.1094
H -0.353 1.762 0.217 -0.682 1.121 -0.222 0.1100
I 5.328 -0.188 0.458 -0.237 -0.060 0.136 1.1068
N -3.357 0.652 -1.087 1.439 -0.537 0.409 0.0440
C 2.927 1.287 -0.502 -0.635 0.503 -1.463 -0.3602
```
Positions in Å, forces in eV/Å.

[6]
Computed, not measured: a structure of composition C20H26CeO5S, with wB97M-V/def2-TZVPD.

Its calculated total energy is -55160.1857 eV. Its expectation value of S² is 0.751. As for the spin multiplicity: 2. The HOMO-LUMO gap (alpha / beta) is 8.1744 / 8.6016 eV. For the energy relative to the best compared isomer or geometry (same formula, charge and spin), the calculation gives 0.0 kJ/mol. For the HOMO energy (alpha / beta), the calculation gives -12.1 / -12.6 eV. As for the LUMO energy (alpha / beta): -0.1455 / -0.1453 hartree. The total charge is +1.

Structure (XYZ):
```
53
Properties=species:S:1:pos:R:3:forces:R:3:lowdin_charge:R:1
H 2.082 -4.498 -0.318 0.002 0.003 0.009 0.1038
C 2.171 -1.232 4.205 -0.009 0.017 0.044 -0.0568
C 1.068 0.948 2.580 0.119 0.092 0.113 -0.0337
C -2.326 -4.809 0.980 -0.021 -0.050 -0.032 -0.1631
H 0.627 0.695 3.535 -0.060 -0.051 -0.043 0.1340
H 1.172 4.056 -0.703 0.001 0.000 0.004 0.0962
C 2.238 0.311 2.167 0.506 0.251 0.467 -0.2960
H 3.239 -1.556 2.377 -0.016 -0.009 0.009 0.1396
C -1.148 -6.712 0.057 0.031 -0.072 -0.030 -0.2143
C -1.156 -8.145 -0.383 -0.001 0.025 -0.006 -0.0238
O 0.122 -0.060 -1.747 -0.477 0.570 -1.527 -0.3795
H 3.739 0.282 0.629 -0.060 -0.075 -0.057 0.1424
C -3.628 -4.229 1.473 0.010 -0.025 0.012 -0.0214
H 2.010 -0.447 4.946 -0.003 -0.001 -0.002 0.0940
H -3.607 -4.022 2.544 0.017 0.005 -0.001 0.0983
O -1.145 -1.816 -0.869 -0.872 -0.283 -0.656 -0.3613
H -0.185 2.985 -1.041 0.002 -0.031 0.009 0.0995
H 4.824 -0.797 4.155 0.004 -0.006 -0.005 0.0894
C 0.482 1.948 1.804 0.072 -0.042 0.071 -0.0046
C -2.306 -6.124 0.550 -0.013 0.034 0.003 0.0187
H -0.408 2.446 2.167 -0.069 -0.086 -0.058 0.1443
H -0.247 4.056 0.356 0.007 0.000 0.006 0.0946
H 0.896 -6.383 -0.491 0.005 -0.007 0.008 0.1257
C -1.158 -2.768 1.530 -0.043 -0.415 0.582 -0.1135
O -1.314 0.325 0.055 -1.152 0.486 -0.265 -0.3623
C 1.313 -3.840 0.081 -0.201 -0.267 0.198 -0.0156
H 1.711 -3.370 0.982 0.067 0.063 -0.024 0.0826
C 0.051 -4.628 0.369 0.028 -0.042 -0.064 -0.1446
S -1.293 -0.373 -1.292 -2.001 0.286 -1.646 0.4041
C 4.294 -0.090 3.517 -0.002 0.005 0.008 -0.0409
H 2.699 2.040 -0.734 -0.066 -0.082 -0.059 0.1459
H -1.958 -8.322 -1.100 -0.002 0.000 0.005 0.0954
H -2.133 -2.357 1.797 -0.012 -0.015 -0.037 0.1504
H 4.956 0.187 2.697 -0.017 0.011 -0.012 0.0805
H -0.212 -8.432 -0.840 0.001 0.000 -0.002 0.0825
C 1.040 2.353 0.593 -0.025 -0.022 -0.088 -0.2594
H 1.201 -1.632 3.912 -0.001 0.000 -0.028 0.0696
C 0.412 3.428 -0.240 -0.044 -0.034 -0.027 -0.0006
Ce 0.584 -0.792 0.259 4.538 0.455 2.124 1.2625
H -3.220 -6.704 0.589 0.005 -0.013 0.003 0.1312
C 2.790 0.708 0.943 0.614 0.451 0.278 -0.1091
C -1.121 -4.067 0.938 0.016 0.059 0.082 -0.1048
H -4.432 -4.939 1.296 -0.004 0.002 0.007 0.0872
C 2.212 1.715 0.179 0.148 0.048 0.019 -0.0343
H -3.883 -3.307 0.951 0.003 -0.005 -0.015 0.0961
C 2.978 -0.706 3.024 0.009 -0.031 -0.050 -0.3700
O -0.153 -2.084 1.865 -1.003 -1.162 0.772 -0.1564
O -2.335 -0.053 -2.186 -0.034 -0.014 -0.020 -0.1822
H -1.336 -8.799 0.472 -0.003 -0.001 0.005 0.0974
H 2.727 -2.028 4.700 0.005 0.004 0.000 0.0927
H 1.107 -3.116 -0.716 0.019 -0.059 -0.081 0.0718
H 4.088 0.809 4.102 0.008 -0.007 0.014 0.0981
C 0.013 -5.941 -0.046 -0.025 0.039 -0.017 0.0198
```
Positions in Å, forces in eV/Å.

Q: Which value of energy relative to the best compared isomer or geometry (same formula, charge and spin) does entry 1 give?
A: 0.0 kJ/mol

Please write out number 3 again, unchanged.
Computed, not measured: a structure of composition C6H7N3, with wB97M-V/def2-TZVPD.

Its calculated total energy is -10803.2792 eV. The HOMO-LUMO gap is 9.9119 eV. For the energy relative to the best compared isomer or geometry (same formula, charge and spin), the calculation gives 207.6 kJ/mol. For the HOMO energy, the calculation gives -9.2 eV. As for the LUMO energy: 0.0274 hartree.

Structure (XYZ):
```
16
Properties=species:S:1:pos:R:3:forces:R:3:lowdin_charge:R:1
C -2.836 -0.222 -0.034 -0.063 0.746 -0.642 -0.0438
C 1.122 0.921 -0.081 -0.413 -1.395 1.093 -0.2018
C 2.624 0.590 -0.015 0.713 0.801 -0.444 -0.0798
N 2.252 -0.878 -0.131 -0.368 1.056 0.121 0.0565
H -3.182 -0.744 0.847 0.181 -0.203 0.357 0.0707
H -0.833 -1.889 -0.023 0.453 -0.306 0.049 0.1126
C -0.415 -0.892 -0.032 0.571 -1.444 0.111 0.0281
H 2.666 -1.510 0.535 -0.136 -0.144 0.098 0.1150
C -1.365 0.131 -0.023 -0.315 -0.130 0.084 -0.3714
H 3.203 0.873 0.888 -0.651 -0.234 -0.296 0.1205
H -3.091 -0.844 -0.909 0.105 0.301 0.272 0.0845
N -1.091 1.402 -0.009 0.973 1.659 -0.005 0.0464
H 3.194 0.953 -0.882 -0.096 -0.261 0.142 0.1087
C 0.894 -0.505 -0.033 -0.996 1.465 -0.549 -0.2090
N 0.220 1.871 -0.017 0.106 -1.450 -0.283 0.0849
H -3.362 0.743 -0.083 -0.064 -0.461 -0.111 0.0779
```
Positions in Å, forces in eV/Å.

Q: Which of these has the lowest calculated total energy?
A: C16H29Cl2N5O4SV